13
Properties=species:S:1:pos:R:3:forces:R:3 method="wB97M-V/def2-TZVPD" total_charge=0 e_lumo_ev="0.61 / -2.28" e_above_lowest_kcal_mol=0.0 homo_ev="-7.9 / -10.4" multiplicity=3
C 1.6110 0.2770 0.1442 -0.155 -3.865 0.379
C 0.4485 1.1738 0.2669 3.132 1.668 -1.213
C -1.7399 1.5362 0.2198 -2.641 3.218 1.303
N 1.5307 -1.3843 0.1569 -1.350 4.537 -0.091
O 0.6770 2.3722 0.0205 -0.674 -1.724 0.687
O -0.7196 0.6424 0.5137 0.176 -0.874 -0.403
P 2.9294 -2.0848 0.4223 -0.305 -2.264 0.497
Br 3.2774 1.0626 -0.0822 -0.253 0.144 -0.003
H -2.1992 1.8783 1.2377 0.388 -0.817 -1.872
H -2.5061 1.1545 -0.4793 0.487 -0.424 0.672
H -1.3739 2.5077 -0.2233 -0.146 -1.304 0.415
H 2.6700 -3.5168 -0.0063 0.449 1.777 0.336
H 3.8648 -1.5494 -0.4251 0.893 -0.070 -0.707

---

14
Properties=species:S:1:pos:R:3:forces:R:3 method="wB97M-V/def2-TZVPD" total_charge=0 e_lumo_ev=0.79 e_above_lowest_kcal_mol=164.2 homo_ev=-7.7
C -1.1416 0.5585 0.9999 1.013 0.647 -3.380
C -0.8553 1.2298 -0.1644 0.175 -0.502 1.303
N -0.5579 -0.6391 1.2740 0.073 -2.032 1.419
N 0.2237 -0.7784 -0.8975 1.550 0.668 -1.384
N 0.2426 0.7373 -0.9868 -1.114 0.229 2.237
N 0.3031 -1.2206 0.3946 1.218 -1.474 1.262
O 0.0171 1.0357 -2.3381 2.981 -0.761 -0.463
O 1.7441 -0.9699 0.7890 -1.171 2.542 -2.403
H -1.8546 0.7071 1.7343 -1.521 1.413 0.879
H -1.2493 2.2235 -0.3997 0.198 -0.623 -0.021
H -1.0806 -1.3135 1.9162 1.268 1.253 -1.646
H 1.2317 -0.9569 -1.2228 -2.088 -0.161 0.337
H 1.0088 0.9010 -2.5888 -2.735 0.837 -0.341
H 1.9681 -1.5146 1.4901 0.152 -2.035 2.201

---

74
Properties=species:S:1:pos:R:3:forces:R:3 method="wB97M-V/def2-TZVPD" total_charge=0 e_lumo_ev=-3.60 e_above_lowest_kcal_mol=82.1 homo_ev=-6.2
C -3.8231 4.5414 -0.0984 -0.379 0.235 -0.091
C -2.4814 3.9045 -0.0067 0.133 -0.069 -0.121
C -2.0905 3.2741 1.1648 -0.122 0.025 -0.022
C -0.8470 2.6874 1.2637 -0.595 0.199 0.183
C 0.0143 2.7187 0.1957 1.172 -0.650 -0.004
B 1.4634 2.0475 0.3145 -0.267 0.571 -0.070
C 2.5659 3.1825 0.5380 -0.311 -0.044 -0.187
C 3.3276 3.3419 1.6358 0.623 0.343 0.338
C 4.2768 4.4030 1.5246 -0.026 -0.116 0.122
C 4.2259 5.0570 0.3383 -0.391 -0.391 0.358
C 5.0969 6.1730 -0.0811 0.097 0.404 -0.407
S 2.9539 4.3836 -0.6426 0.489 -0.009 0.238
O 1.4741 1.0992 1.4834 0.568 -1.028 -1.171
C 1.4831 -0.1965 0.8787 0.361 0.518 -0.063
C 2.1910 -1.1914 1.7978 -0.091 0.298 -0.065
C 0.0314 -0.6286 0.6596 0.052 -0.041 -0.052
C 2.2316 0.0192 -0.5113 -0.212 0.456 0.135
C 3.7504 0.0997 -0.3210 -0.098 -0.178 0.118
C 1.8835 -1.0523 -1.5479 -0.005 0.287 0.071
O 1.7723 1.2991 -0.9548 -0.173 -1.359 0.838
C -0.3559 3.3335 -0.9739 -0.469 0.262 -0.149
C -1.5972 3.9262 -1.0766 -0.195 0.079 -0.025
H -3.9871 4.9892 -1.0790 -0.012 0.010 -0.006
H -4.6131 3.8087 0.0709 -0.138 0.019 0.037
H -3.9291 5.3283 0.6494 -0.106 0.044 0.029
H -2.7682 3.2482 2.0006 -0.281 0.037 0.308
H -0.5380 2.1959 2.1691 0.080 -0.115 0.267
H 3.2366 2.6992 2.4972 -0.030 -0.096 0.076
H 4.9776 4.6572 2.3050 0.157 0.099 0.070
H 5.7779 6.4668 0.7198 -0.074 -0.077 0.007
H 5.6972 5.8909 -0.9479 0.067 0.110 -0.061
H 4.5003 7.0448 -0.3549 0.096 0.120 -0.066
H 2.2648 -2.1721 1.3298 0.044 -0.173 -0.085
H 3.1902 -0.8414 2.0488 -0.005 0.012 -0.024
H 1.6369 -1.2960 2.7294 -0.123 0.008 0.102
H -0.0258 -1.6365 0.2527 0.030 -0.290 -0.099
H -0.5084 -0.6092 1.6046 0.048 0.113 0.182
H -0.4715 0.0512 -0.0252 -0.025 0.129 -0.108
H 4.1706 -0.8591 -0.0220 0.100 -0.170 0.019
H 4.2300 0.4046 -1.2494 -0.108 0.049 -0.130
H 3.9985 0.8397 0.4371 -0.042 0.049 0.046
H 2.1562 -2.0451 -1.1918 0.075 -0.177 0.075
H 0.8191 -1.0409 -1.7736 -0.124 0.046 -0.019
H 2.4159 -0.8638 -2.4788 0.107 0.059 -0.035
H 0.3355 3.3471 -1.7977 0.136 0.017 -0.321
H -1.8859 4.4144 -1.9910 -0.158 0.196 -0.299
C 0.6463 -6.4798 -3.3363 0.430 -0.663 0.200
O -0.0542 -5.3924 -3.9011 -1.378 1.794 1.408
C -0.7374 -4.6088 -2.9886 0.535 -0.286 -0.819
C -1.3081 -3.4074 -3.4517 0.276 -0.276 -0.494
C -1.9927 -2.5790 -2.6135 -0.113 -0.149 0.073
C -2.1682 -2.8931 -1.2420 -0.226 0.238 0.399
C -3.0030 -2.0721 -0.4547 0.413 -0.754 0.104
C -3.2785 -2.1270 0.9481 0.096 0.051 0.246
C -4.5056 -1.6054 1.4105 0.204 0.025 -0.465
C -4.8350 -1.6342 2.7424 -0.300 0.002 0.064
C -3.9395 -2.1431 3.6671 -0.040 0.050 -0.048
C -2.7069 -2.6164 3.2513 0.171 -0.141 0.097
C -2.3773 -2.6220 1.9170 0.021 -0.026 -0.345
C -1.5839 -4.0988 -0.7806 -0.080 0.203 -0.113
C -0.8990 -4.9253 -1.6256 0.312 -0.461 -0.190
H 1.2245 -6.9726 -4.1196 -0.218 0.260 -0.039
H 1.3360 -6.1248 -2.5679 -0.007 -0.085 0.002
H -0.0568 -7.1994 -2.9143 0.080 -0.080 0.031
H -1.1887 -3.1590 -4.4916 0.052 0.080 -0.200
H -2.4181 -1.6658 -2.9933 -0.046 0.195 -0.118
H -3.5756 -1.3441 -1.0075 -0.112 0.271 -0.118
H -5.2026 -1.2091 0.6904 -0.126 0.141 -0.106
H -5.7932 -1.2617 3.0678 -0.078 0.080 0.015
H -4.1965 -2.1508 4.7131 -0.017 0.010 0.172
H -1.9978 -2.9700 3.9831 0.112 -0.034 0.022
H -1.3935 -2.9390 1.6200 0.164 0.021 -0.020
H -1.7198 -4.3935 0.2433 -0.056 -0.169 0.130
H -0.5020 -5.8503 -1.2496 0.057 -0.106 0.172

---

22
Properties=species:S:1:pos:R:3:forces:R:3 method="wB97M-V/def2-TZVPD" total_charge=+1 e_lumo_ev=-2.53 e_above_lowest_kcal_mol=46.2 homo_ev=-13.5
C -0.6930 0.6729 2.8747 -1.579 -1.297 3.356
C -0.5230 1.6473 1.8331 0.559 2.582 -5.266
O -0.3743 1.3929 0.5755 -0.356 -0.209 3.152
N -0.5142 2.9735 2.1306 1.204 2.920 1.033
H -1.4797 0.9103 3.6895 1.753 0.670 -0.941
H 0.2728 0.3920 3.3202 -0.302 0.348 0.073
H -0.2242 3.7977 1.4542 -0.918 -3.123 1.263
H -0.3943 3.3422 3.1093 -0.508 -1.158 -1.321
H -1.1740 -0.2524 2.6291 0.204 -0.591 -1.348
C -1.0081 -1.8911 -0.9711 -2.285 0.059 2.117
C 0.8990 -0.7752 -1.9094 0.202 0.810 2.405
N -0.1134 -0.7250 -1.0201 1.660 -3.956 -4.938
N 1.0950 -1.9410 -2.5502 -0.807 -1.440 -1.951
N 1.8126 0.2093 -1.9590 -2.141 1.951 1.293
H -0.2630 0.0336 -0.4431 -0.547 2.562 1.890
H -1.0512 -2.6575 -1.8056 0.141 1.640 0.843
H -2.0430 -1.4005 -0.7887 1.461 -1.330 -0.488
H 0.2967 -2.2985 -3.1020 0.422 0.310 1.038
H 1.9044 -2.2242 -3.0840 0.523 0.998 0.318
H 1.6606 1.1800 -1.5877 -0.230 -1.825 -0.117
H 2.6841 0.1097 -2.3581 1.786 -0.626 -1.312
H -0.7700 -2.4958 -0.0372 -0.240 0.706 -1.098

---

141
Properties=species:S:1:pos:R:3:forces:R:3 method="wB97M-V/def2-TZVPD" total_charge=+2 e_lumo_ev=-3.31 e_above_lowest_kcal_mol=0.0 homo_ev=-10.8
C -0.1547 -0.7912 -0.0939 -0.242 -0.356 0.051
O -1.0485 -1.2899 -0.9845 -0.425 -0.509 -0.365
H -0.3993 0.2678 0.1795 0.468 0.143 0.080
H -0.1053 -1.3325 0.8840 -0.231 0.089 0.031
H 0.9061 -0.8559 -0.4399 0.027 0.473 -0.067
C -0.2403 2.9846 -2.4704 0.408 0.248 -0.033
C -1.7459 2.9835 -2.2734 -0.808 0.552 0.502
C -2.4071 1.6846 -1.8194 0.457 -0.137 -0.237
C -3.9098 1.7934 -1.7105 -0.542 -0.346 0.058
N -4.5519 0.4304 -1.5315 -0.138 0.038 0.791
C -6.0353 0.5346 -1.3096 -0.344 0.351 -0.720
C -6.4211 -0.6828 -0.5029 -0.045 -0.664 0.106
C -5.2045 -0.9486 0.3992 -0.351 -0.576 0.322
C -4.0453 -0.1874 -0.2480 0.125 -0.665 0.851
C -4.2319 -0.4445 -2.7008 0.242 0.135 0.223
H 0.3727 2.5235 -1.6922 -0.382 -0.450 0.035
H 0.1582 4.0025 -2.5211 -0.313 0.106 -0.154
H -0.0201 2.5344 -3.4385 0.232 -0.221 0.155
H -2.1752 3.3624 -3.2062 -0.198 -0.149 0.052
H -2.0820 3.6841 -1.4937 0.448 0.363 -0.212
H -2.0067 1.4607 -0.8287 0.105 -0.361 -0.147
H -2.1753 0.8487 -2.4761 0.390 0.038 0.076
H -4.3861 2.2158 -2.5978 0.110 0.167 0.032
H -4.2364 2.3246 -0.8153 0.125 0.357 -0.176
H -6.5311 0.6049 -2.2789 0.059 -0.071 -0.014
H -6.2432 1.4764 -0.8008 0.171 -0.105 0.245
H -6.6106 -1.5576 -1.1298 0.062 0.176 -0.211
H -7.3487 -0.5213 0.0417 0.072 0.126 0.091
H -4.9485 -2.0003 0.5346 -0.169 -0.076 -0.580
H -5.4272 -0.6984 1.4388 0.246 0.780 -0.164
H -3.1880 -0.8264 -0.4923 0.260 0.262 0.170
H -3.7454 0.5792 0.4644 0.238 0.337 -0.466
H -3.2396 -0.8401 -2.4837 0.059 -0.075 -0.491
H -4.2674 0.1982 -3.5768 0.149 -0.193 -0.169
H -4.9375 -1.2610 -2.8215 -0.173 0.083 0.294
C 1.0632 -3.6213 2.4970 -0.846 -0.421 0.348
C 0.9076 -5.0618 2.0003 0.712 0.101 0.517
C 0.0733 -5.2409 0.7328 -0.457 -0.288 0.724
C 0.6323 -4.4403 -0.4277 0.713 0.547 -0.402
P 0.0121 -4.7210 -2.1047 0.162 -0.243 1.493
C 0.4869 -6.4392 -2.4424 -0.331 0.109 -0.667
C 1.8552 -6.6008 -3.1009 -0.011 0.098 -1.684
C 2.1238 -8.0462 -3.5523 0.143 0.095 0.735
C 3.4881 -8.2061 -4.2239 0.101 0.363 0.086
C -1.7738 -4.5672 -2.1957 -0.572 -0.717 -0.901
C -2.6496 -5.2668 -1.1508 0.265 0.330 0.687
C -4.1017 -5.3541 -1.6031 0.070 -0.296 -0.104
C -4.7552 -4.0080 -1.7786 -0.269 1.194 -0.159
C 0.7587 -3.5173 -3.2188 -0.972 -0.250 -0.461
C 2.1040 -2.9630 -2.7987 0.390 -0.397 -0.355
C 2.6670 -2.0569 -3.8822 0.306 0.791 0.149
C 3.8872 -1.2828 -3.3999 0.539 0.154 -0.065
H 1.7193 -3.5869 3.3664 0.375 0.086 -0.270
H 0.0955 -3.3053 2.9037 -0.021 0.226 -0.291
H 1.3509 -2.9293 1.7099 0.252 0.095 0.141
H 0.5048 -5.6406 2.8357 -0.347 -0.074 -0.233
H 1.8996 -5.5128 1.8714 -0.014 0.141 -0.337
H -0.9607 -4.9630 0.9361 0.061 0.230 0.047
H 0.0273 -6.3221 0.5687 0.131 0.081 -0.454
H 1.7138 -4.6328 -0.4847 -0.051 -0.108 -0.166
H 0.5745 -3.3550 -0.2865 -0.382 -0.082 0.217
H -0.2260 -6.8174 -3.1858 -0.073 -0.005 0.114
H 0.3064 -7.0355 -1.5473 0.265 0.083 0.139
H 2.7331 -6.1010 -2.6895 -0.186 -0.323 0.841
H 1.7614 -6.0793 -4.0688 0.029 0.161 0.164
H 1.3154 -8.3015 -4.2405 0.067 -0.207 -0.016
H 2.0404 -8.7356 -2.7074 0.001 0.081 0.051
H 3.4008 -8.0161 -5.2928 0.170 -0.265 -0.060
H 3.9355 -9.1746 -4.0139 -0.192 -0.179 -0.363
H 4.2255 -7.4893 -3.8492 -0.187 0.097 0.112
H -2.0098 -5.0670 -3.1516 0.088 0.205 -0.066
H -2.0696 -3.5274 -2.3213 0.412 0.177 0.259
H -2.5833 -4.6919 -0.2243 -0.125 0.007 0.004
H -2.2832 -6.2650 -0.9011 0.063 -0.032 -0.183
H -4.6758 -5.9496 -0.8925 0.066 -0.084 -0.016
H -4.1038 -5.8940 -2.5552 -0.207 -0.020 0.019
H -4.1037 -3.3095 -2.3121 -0.051 -0.193 -0.231
H -4.9786 -3.4648 -0.8562 0.161 -0.479 0.280
H -5.7077 -4.0276 -2.3119 0.091 -0.312 -0.130
H -0.0269 -2.7634 -3.3426 0.276 0.341 0.429
H 0.7910 -3.9698 -4.2172 0.301 -0.182 0.098
H 2.8045 -3.7965 -2.6768 0.018 0.010 0.040
H 2.0722 -2.4720 -1.8263 -0.253 0.244 -0.105
H 1.9496 -1.2876 -4.1857 -0.303 -0.252 0.074
H 2.9062 -2.6170 -4.7884 -0.016 -0.168 0.085
H 4.7221 -1.9024 -3.0617 -0.197 -0.224 0.013
H 3.6322 -0.6154 -2.5738 -0.091 -0.042 0.000
H 4.3013 -0.6629 -4.1978 -0.126 0.019 -0.012
C -2.8907 4.1281 1.6573 -0.608 0.293 -0.221
C -1.7800 3.1146 1.8040 -0.079 -0.176 0.178
C -0.4027 3.6133 1.3428 -0.163 -0.720 -0.031
C 0.2765 4.4402 2.4338 -0.078 0.804 0.515
P 2.0658 4.2867 2.5680 -0.711 -0.022 -0.629
C 2.7205 4.6279 0.9061 -0.717 -0.684 0.510
C 2.0668 5.8211 0.2165 -0.099 1.143 0.491
C 2.9791 6.5311 -0.7830 0.085 -0.147 0.033
C 4.2514 7.1092 -0.1518 -0.252 -0.635 -0.138
C 2.7420 5.5125 3.6775 0.336 0.253 0.553
C 2.3585 5.4213 5.1632 -0.908 -0.991 0.312
C 2.1908 6.7378 5.9085 0.546 0.432 -0.247
C 3.4248 7.6339 5.8752 0.947 -0.368 0.773
C 2.5346 2.6418 3.1108 0.915 0.068 0.879
C 1.8549 1.4051 2.5558 -0.225 -0.266 -1.956
C 2.2612 0.1125 3.2063 0.340 -1.290 1.364
C 1.9561 0.0027 4.7154 0.441 0.314 -0.378
H -3.8909 3.7150 1.8123 0.143 -0.209 0.213
H -2.9256 4.5331 0.6413 0.195 0.116 0.064
H -2.8043 4.9575 2.3615 0.130 0.060 -0.098
H -2.0373 2.1724 1.3106 0.077 0.178 -0.345
H -1.6813 2.8083 2.8511 -0.031 0.091 0.025
H -0.4151 4.2079 0.4288 -0.407 -0.065 -0.049
H 0.1215 2.6941 1.0753 0.456 0.269 0.073
H -0.1798 4.3126 3.4208 0.156 -0.461 0.004
H 0.0928 5.5088 2.2665 0.126 -0.026 -0.184
H 2.4692 3.7148 0.3561 0.517 -0.030 -0.148
H 3.7945 4.7245 1.0671 0.073 -0.033 -0.401
H 1.7675 6.5791 0.9572 0.232 -0.052 0.068
H 1.1096 5.5690 -0.2404 0.174 -0.398 -0.180
H 2.4104 7.3318 -1.2567 -0.047 -0.051 -0.037
H 3.2544 5.8150 -1.5629 0.018 0.138 -0.110
H 4.9325 6.2912 0.0930 0.168 0.148 0.003
H 4.0442 7.6463 0.7751 -0.041 0.202 -0.106
H 4.7491 7.7546 -0.8702 0.108 0.118 0.145
H 2.4714 6.5015 3.2958 0.068 -0.080 -0.204
H 3.8280 5.3970 3.5885 -0.016 0.252 -0.156
H 3.0484 4.7592 5.6949 0.366 0.330 -0.100
H 1.4198 4.8627 5.3065 -0.087 0.186 -0.346
H 1.9765 6.4647 6.9416 -0.091 0.177 0.045
H 1.3480 7.3269 5.5364 -0.175 -0.305 -0.069
H 4.3109 7.0845 6.2243 -0.153 -0.149 -0.097
H 3.3505 8.4371 6.6087 -0.256 0.205 -0.278
H 3.7239 8.0459 4.9112 -0.432 0.055 -0.117
H 2.5173 2.6367 4.2082 -0.450 0.206 -0.048
H 3.6237 2.6064 2.9454 -0.107 -0.146 -0.297
H 2.1153 1.2982 1.4896 0.232 0.167 0.113
H 0.7724 1.4838 2.4422 -0.078 0.088 0.862
H 3.3293 -0.1074 3.0938 0.069 0.494 -0.145
H 1.8100 -0.7707 2.7460 -0.346 0.416 -0.398
H 2.4526 0.8188 5.2464 -0.256 0.006 0.194
H 2.3941 -0.9064 5.1247 -0.135 -0.103 -0.062
H 0.8865 0.0045 4.9199 -0.014 0.100 0.064

---

34
Properties=species:S:1:pos:R:3:forces:R:3 method="wB97M-V/def2-TZVPD" total_charge=0 e_lumo_ev=0.53 e_above_lowest_kcal_mol=0.0 homo_ev=-9.4
C -1.2617 -2.5309 0.4411 -0.609 -0.671 1.557
O -2.3561 -2.0403 0.6366 -0.424 0.541 -0.572
N -0.3357 -2.2004 -0.4345 0.351 0.901 -0.839
C 0.9301 -2.8501 -0.4561 0.806 -0.531 2.700
C -0.5636 -1.2554 -1.4735 -0.323 1.195 -1.446
H -0.9328 -3.3578 1.0774 0.211 -0.244 0.218
H 0.9116 -3.6620 -1.1312 0.287 -1.061 -0.816
H 1.2017 -3.2087 0.5996 -0.544 0.245 -1.522
H 1.7344 -2.1759 -0.6919 0.120 0.486 -0.337
H -1.4211 -0.6027 -1.2933 -0.036 -0.479 0.232
H 0.2811 -0.5615 -1.5956 0.013 -0.345 0.223
H -0.7229 -1.7260 -2.4708 0.077 0.023 0.610
C 2.4446 0.5757 1.5572 -0.658 -0.324 -0.324
O 1.4051 -0.0608 1.4347 0.258 0.322 -0.351
N 2.8236 1.6406 0.8278 2.177 0.599 0.485
C 4.1188 2.3458 1.0631 -1.195 -1.306 0.978
C 2.2018 2.0032 -0.4015 0.870 1.351 0.001
H 3.1804 0.2669 2.2886 0.442 0.116 0.561
H 4.7008 2.2772 0.1689 0.634 -0.279 -0.498
H 4.6337 1.8738 1.9346 -0.318 0.613 -0.715
H 3.9151 3.3963 1.2104 -0.001 0.303 0.425
H 2.9316 2.0914 -1.2215 0.005 -0.310 0.274
H 1.5393 1.2277 -0.5831 -1.777 -1.020 -0.827
H 1.7520 2.9906 -0.3168 -0.515 -0.098 -0.060
C -5.0878 -0.6620 -0.9851 -0.804 0.488 0.059
Cl -6.8009 -0.1473 -1.2278 -0.021 -0.639 -0.094
Cl -4.2774 -1.0032 -2.5009 0.092 0.077 -0.077
H -4.7547 0.2538 -0.5327 1.042 -0.126 0.136
H -5.0006 -1.5346 -0.3448 -0.194 0.179 -0.002
C -1.4890 1.6086 0.9463 -0.417 -0.799 0.310
Cl -1.4478 2.1133 -0.7074 0.235 0.335 -1.290
Cl -0.7136 2.7890 1.9850 -0.080 0.123 0.353
H -2.5499 1.4736 1.1270 0.085 0.250 0.727
H -0.9902 0.6521 1.0701 0.211 0.085 -0.080